Entry from the Open Molecules 2025 dataset: a cluster of 5 separate species, C31H60B2BrN6O11 in total in a non-equilibrium geometry (ωB97M-V with the def2-TZVPD basis set).

```
111
Properties=species:S:1:pos:R:3:forces:R:3:mulliken_charge:R:1
O -1.2594 -1.1039 -7.0220 0.05 0.80 -0.09 -0.65
C 2.0702 -0.2937 1.0811 -1.66 -3.52 0.97 -0.06
C 0.5674 -0.7495 0.5067 0.75 -1.85 1.68 0.43
H 5.4507 -1.6353 6.0073 -0.03 0.21 -2.34 0.22
H 1.3536 -1.2922 -4.9039 -0.41 1.96 1.69 0.37
C -4.5757 -4.5010 -4.2484 -0.26 1.05 -0.56 0.09
H -2.6249 8.4532 5.4933 0.04 -0.17 0.11 0.29
C 2.7404 6.6608 4.6678 -0.09 -0.09 0.17 -0.66
H -1.2712 -3.4664 3.8088 1.17 -1.86 0.20 0.36
H -2.0674 -8.9033 -0.1628 1.08 1.91 -0.88 0.33
N 3.5344 5.4735 4.4288 0.75 -0.06 -1.49 0.19
N -1.8738 6.5839 6.1079 0.77 -0.03 -1.46 0.13
C 5.4967 -1.5630 4.8397 1.28 0.65 0.84 -0.58
O 4.2178 -0.9702 4.3622 1.28 -1.81 -3.95 -0.47
H -2.3617 -2.8934 1.3595 1.66 0.38 -2.03 0.41
H -1.3641 2.6643 -6.5015 0.04 -0.12 -0.15 0.30
O 5.4361 -1.0569 2.0248 -2.43 1.84 1.92 -0.45
H -3.7480 -4.3989 -1.4063 1.73 -1.03 1.93 0.14
H -2.1883 4.6228 6.7245 0.08 0.01 0.21 0.29
H -1.5312 -3.4493 -1.8165 -0.36 -0.52 2.50 0.01
C -0.1717 -2.1789 0.9623 2.93 2.42 0.43 0.07
H 3.8774 1.9199 -1.2483 -2.17 -1.06 0.65 0.37
C 2.8085 1.1198 0.6615 -0.47 1.11 -0.75 0.44
O -0.8224 -4.3775 3.7522 0.97 1.92 -3.97 -0.57
C 0.8617 2.0689 2.3844 0.11 1.00 0.54 -0.54
H -0.1698 1.4722 -9.7022 -0.08 -0.11 0.21 0.39
H -3.7066 7.4741 6.5172 0.02 0.22 0.01 0.34
C 4.2332 5.2823 3.2560 -0.37 -0.09 0.97 0.05
H -0.6358 -4.4549 -0.4986 -2.29 1.01 -0.40 0.41
H -0.7556 -6.1018 1.6992 1.59 0.11 0.38 0.29
C -0.9835 2.4750 -7.5089 0.05 -0.13 -0.16 -0.96
H -0.7707 5.4268 7.4380 -0.17 -0.13 0.09 0.26
H -1.4373 0.2964 -0.2051 2.44 -0.36 -0.81 0.52
H 2.9525 0.2834 -1.4860 -0.45 2.37 0.68 0.21
H 4.6374 4.3165 5.7590 -0.16 -0.13 0.08 0.33
C -3.0077 -4.7170 -0.5256 -0.47 0.23 -0.67 -0.36
H 3.9234 1.2097 1.0219 -2.36 -0.88 -0.43 0.16
C -0.4309 0.6152 -9.0757 -0.01 -0.34 0.00 -0.97
H 3.1258 7.1716 5.5550 -0.11 0.13 -0.09 0.34
H 0.5121 0.4024 -4.5046 1.23 -1.82 0.87 0.25
H -3.9581 -4.0719 -6.7170 -0.08 0.14 0.15 0.29
Br 2.8086 -4.0074 3.8660 -1.52 1.62 -2.08 -0.07
H 1.2986 1.3457 3.2260 -1.02 1.38 -2.02 0.15
N 0.9713 -0.9417 -2.7305 -1.58 0.18 -0.13 0.51
H -3.7188 -2.3335 -6.4046 0.01 -0.13 -0.21 0.27
H 5.6990 -2.6293 4.4011 -0.45 2.09 0.74 0.26
O -0.4868 5.4148 4.6698 -0.39 0.39 0.37 -0.61
C 2.8696 1.3544 -0.9935 1.02 -0.93 0.30 -1.12
N 0.5731 -3.0961 1.9551 2.21 3.08 -0.86 0.09
H 4.1189 6.1156 2.5438 -0.06 0.04 0.11 0.31
C 1.9549 -2.7394 2.5304 -0.76 3.42 -2.22 -0.54
H 5.7935 -0.1065 1.9924 -0.53 -2.10 0.30 0.33
C -5.4382 -2.2232 -4.2497 -0.06 -0.15 0.30 -0.90
O 4.9214 4.3044 2.9907 -0.50 0.27 0.29 -0.60
H -4.0882 -5.2754 -4.8627 -0.04 0.11 -0.06 0.36
H -5.3219 -2.9408 -6.9112 0.15 -0.03 -0.12 0.35
H 0.4501 -0.0171 -8.9299 -0.09 0.03 -0.21 0.30
B 4.2245 -1.1258 2.8936 0.94 0.96 0.68 0.88
H -2.2526 -1.7249 -0.1151 1.52 -1.41 1.31 0.23
H -6.4213 -2.5444 -3.8925 0.07 0.20 0.05 0.32
C -4.4257 -3.1645 -6.3252 -0.01 0.20 0.01 -0.89
O 0.1734 -5.7379 1.7968 -1.97 4.19 1.55 -0.41
H 2.9948 4.7438 6.3228 0.08 0.02 -0.25 0.36
H 0.0192 2.9025 -7.6000 -0.14 0.17 0.04 0.35
B -0.0213 -4.4156 2.4837 -1.62 -3.18 1.45 0.73
H -1.2892 7.2260 4.2229 -0.07 0.04 0.11 0.34
H 2.7833 7.3428 3.8143 0.07 -0.17 0.09 0.31
H 6.3451 -0.8059 4.5168 -1.52 -1.88 0.85 0.24
C -1.2554 -8.1047 -0.4367 7.46 0.20 1.48 0.17
C 1.2618 -0.4110 -4.1169 1.20 1.09 -1.10 -0.87
H -4.8259 -1.9400 -3.3883 -0.17 0.13 -0.04 0.20
C -0.2483 -0.3085 -2.0983 -5.23 -0.38 -3.50 -0.20
O -4.8688 -4.7049 -3.0768 0.00 0.32 -0.47 -0.68
H -2.2823 8.2820 7.2341 -0.18 0.11 -0.09 0.34
H -2.7513 -6.6966 0.6341 -0.13 0.90 -2.20 0.34
H 2.3222 0.1319 -4.0541 -2.18 -1.21 -0.25 0.25
H 1.6732 3.2083 0.4505 0.56 -1.89 1.74 0.32
H 1.8557 -2.9331 -3.2829 -1.94 1.48 0.98 0.44
H -0.0125 -2.8334 -3.5173 1.52 0.94 1.50 0.30
C 2.0383 2.4604 1.2997 0.27 0.27 1.27 -0.12
C -1.2931 0.1089 -6.8547 0.28 0.21 -0.78 0.09
H -2.4133 5.8542 8.0018 0.11 0.03 -0.23 0.38
N -0.9142 1.0547 -7.7833 -0.45 -0.86 1.19 0.14
H -5.5514 -1.3662 -4.9190 0.09 -0.24 0.07 0.39
H 0.8038 -2.8778 -1.7189 -0.09 0.80 -2.52 0.02
C 0.8701 -2.4482 -2.8304 0.30 -1.60 1.00 -0.72
H -1.2111 0.0245 -9.5653 0.21 0.03 -0.09 0.30
C -2.6677 7.7712 6.3469 0.01 -0.12 0.11 -0.91
C -1.8130 5.5650 7.1351 0.19 -0.24 -0.13 -0.92
O -1.5504 -6.8145 -1.1421 -0.95 -3.21 2.65 -0.26
H 0.1158 1.3330 -0.4662 -0.67 -2.47 -0.25 0.31
H -3.6049 -4.4500 0.4724 1.53 -0.57 -2.02 0.33
H 3.2199 3.5124 5.0454 0.06 -0.01 0.21 0.20
H 2.8505 3.0803 1.9169 -1.66 -1.46 -1.41 -0.28
H -1.6500 2.9444 -8.2384 0.09 0.17 0.14 0.38
H -1.6443 0.5495 -5.9074 0.01 0.10 -0.02 0.33
H 0.5431 3.0596 2.9679 0.62 -2.11 -1.36 0.26
N -4.8025 -3.3282 -4.9365 0.35 -1.59 0.77 0.17
H 1.7016 6.3637 4.8381 0.08 0.17 -0.03 0.07
C 3.5951 4.4546 5.4561 0.21 -0.20 -0.14 -0.89
H 1.9763 1.9977 -1.3901 1.68 -1.48 0.75 0.29
C -1.1750 6.3926 4.9351 -0.43 -0.14 0.89 0.05
C -0.3044 0.2275 -0.5339 0.67 -0.46 0.31 -0.93
O -1.3872 -0.2025 -2.8197 6.73 -0.27 4.47 -0.57
H -0.1083 1.6300 1.8817 2.03 0.71 1.09 0.12
O 0.0136 -8.3328 -0.0372 -8.60 1.55 -2.88 -0.45
C -1.6910 -2.6119 0.4130 0.43 0.12 0.03 -0.60
C -2.7894 -6.3418 -0.5051 -1.85 0.28 1.35 -0.46
C 2.7640 -1.3589 2.1413 -4.12 -1.40 -1.37 -0.05
C -1.6301 -3.8367 -0.7066 0.40 -0.47 0.89 -0.12
H -3.7774 -6.8387 -0.9406 2.25 0.94 0.60 0.28
```
Forces are in eV/Å.

The LUMO energy comes out at -4.2 eV. As for the charge: +1. Its energy above the lowest of the compared OMol25 structures with the same formula, charge and spin is 210.00 kcal per mole. The gap between HOMO and LUMO is 6.660 eV. The value obtained for the HOMO energy is -10.83 eV. The maximum force is 9.2 eV/A.